# 1
Here is C13H18FPtS3 as an isolated structure from OMol25. Energies are from wB97M-V/def2-TZVPD.

```
! wB97M-V def2-TZVPD RIJCOSX def2/J DEFGRID3
* xyz 1 1
Pt -0.26371 -0.45020 -0.03458
S 2.09041 -0.48318 -0.15359
S -0.06311 2.15790 0.10547
S -0.08910 -0.47824 2.43139
F -1.56734 -2.68792 -4.93341
C 2.61915 -0.46200 1.58561
C -2.00549 -2.96768 -2.65587
C 2.47698 1.21958 -0.63550
C -2.32122 -0.38385 0.04744
C 1.61261 -1.10588 2.51302
C -1.61959 -0.76431 -3.61975
C -0.52007 2.25210 1.84304
C -2.17223 -2.39968 -1.41555
C 1.74613 2.33586 0.11067
C -1.73033 -2.13370 -3.73382
C -1.79987 -0.19458 -2.36926
C 0.14147 1.28473 2.80924
C -2.08728 -0.99585 -1.23849
H -0.34607 3.26989 2.19424
H -2.09211 -4.03333 -2.81377
H 2.07797 2.43332 1.14293
H 2.83124 0.56754 1.86660
H 3.55559 -1.01672 1.63767
H -2.40204 -3.02013 -0.55868
H -1.41165 -0.16812 -4.49677
H 2.23728 1.25001 -1.69838
H -0.31525 1.45240 3.78545
H 1.20800 1.47108 2.92059
H 1.95877 -1.02014 3.54452
H 1.97522 3.27494 -0.39234
H -2.74748 -1.00757 0.82508
H 1.50398 -2.16718 2.28870
H -2.66908 0.64415 0.05425
H 3.55523 1.34975 -0.53185
H -1.76703 0.88144 -2.25329
H -1.60001 2.09558 1.82898
*
```

The calculation puts the electronic energy at -1919.689371 hartree. The value obtained for the LUMO energy is -0.1298 Ha. As for the highest occupied orbital energy: -10.9 eV.


# 2
Here is C13H18FeNO3 as an isolated structure from OMol25. Energies are from wB97M-V/def2-TZVPD.

```
! wB97M-V def2-TZVPD RIJCOSX def2/J DEFGRID3
* xyz -1 5
Fe 1.52770 1.87508 1.19447
O 2.99116 -0.48663 0.28689
O 3.82383 3.30039 2.23380
O 1.10355 -0.22474 3.15859
N -2.66921 -2.41410 -1.63348
C -3.99574 -5.91912 -2.66352
C -3.23305 -4.89382 -1.81504
C -2.48580 -0.65186 0.87271
C -0.17742 1.31516 -0.39148
C 1.30749 0.72401 2.51851
C -1.92086 0.74526 1.34696
C -0.59792 -1.18792 -0.78606
C -3.67647 -3.44308 -2.03363
C -0.13620 0.07490 -1.09763
C -0.66563 1.45542 0.90808
C -1.80885 -1.61418 -0.10801
C 2.80693 2.92016 1.81597
C 2.62421 0.56046 0.65867
H -2.62191 -1.22150 1.81115
H -3.63882 -6.93587 -2.45673
H 0.45140 0.11964 -2.02947
H -0.02773 -2.02129 -1.24700
H -1.85227 0.73508 2.44710
H 0.15165 2.21222 -0.94082
H -2.69835 1.47989 1.07648
H -2.15948 -5.02160 -2.02822
H -3.83776 -5.74334 -3.73360
H -4.59754 -3.20741 -1.49390
H -3.85927 -3.28133 -3.10742
H -3.50585 -0.46209 0.50961
H -0.55734 2.46339 1.38675
H -5.07982 -5.90270 -2.49281
H -1.78677 -2.74823 -2.04180
H -2.85976 -1.55099 -2.13050
H -1.74955 -2.59575 0.35663
H -3.40186 -5.11722 -0.75596
*
```

The calculation puts the electronic energy at -2050.091931 hartree. The calculation puts the relative energy (zero: lowest compared OMol25 entry of this formula, charge and spin) at 1.4351 eV. The value obtained for the LUMO energy (spin up / spin down) is 0.1205 / 0.1082 Ha. As for the highest occupied orbital energy (spin up / spin down): 0.4 / -4.2 eV.


# 3
Here is an isolated ion of composition C13H18N and charge +1 from OMol25. Energies are from wB97M-V/def2-TZVPD.

```
! wB97M-V def2-TZVPD RIJCOSX def2/J DEFGRID3
* xyz 1 1
N -0.23360 -0.04024 -0.05435
C -0.73855 0.70546 0.92947
C 1.10731 -0.08920 -0.34533
C 1.38744 0.47290 -1.74934
C -2.04130 0.89757 1.20633
C 1.91918 -1.10410 1.92677
C 0.24213 1.57697 1.75175
C 3.46874 -0.70970 0.02441
C -1.20504 -0.69400 -0.80938
C -3.58655 -1.22905 -1.52255
C 0.63674 1.53276 -2.18441
C -2.56336 -0.56913 -0.61382
C 2.08267 -0.51677 0.51099
C -3.00666 0.30269 0.35903
H 2.26743 -0.26437 2.52559
H -0.09069 2.52646 1.92983
H -3.80746 -2.27915 -1.23547
H 3.81459 0.12025 -0.73538
H -4.65325 -0.78579 -1.60918
H 1.99789 -0.19819 -2.44658
H -4.03332 0.37192 0.57597
H 0.81365 -1.37637 2.19385
H 0.23322 2.23321 -1.41214
H 1.19737 1.71927 1.22319
H 0.86333 1.88238 -3.16514
H 4.21142 -0.91463 0.78046
H 0.54436 1.10185 2.74486
H 2.47021 -1.97675 2.08371
H -3.31826 -1.29508 -2.62692
H -2.23145 1.52489 2.05257
H -0.95873 -1.33210 -1.69899
H 3.21053 -1.59399 -0.60978
*
```

The calculation puts the electronic energy at -560.582267 hartree. The calculation puts the relative energy (zero: lowest compared OMol25 entry of this formula, charge and spin) at 2.9990 eV. The value obtained for the LUMO energy is -0.1534 Ha. As for the SMILES: C=CC(=C(C)C)[n+]1cc(C)ccc1C. As for the highest occupied orbital energy: -12.3 eV.


# 4
Here is one molecule with the formula C13H18N2 from OMol25. Energies are from wB97M-V/def2-TZVPD.

```
! wB97M-V def2-TZVPD RIJCOSX def2/J DEFGRID3
* xyz 0 1
N -1.19295 -0.45821 -1.05694
N 0.89763 -3.06298 -1.02226
C 0.57554 -1.99113 -0.76898
C -0.41793 1.07888 3.07066
C 0.59552 1.75515 -1.23972
C -0.33189 0.88105 1.68030
C 0.18632 -0.31983 1.27072
C 2.45229 0.29716 -0.46249
C -0.19449 0.00438 3.93372
C -1.41185 -0.57221 -2.47832
C 0.46837 -1.40956 2.10049
C 0.15775 -0.63016 -0.57641
C 0.23919 -1.23395 3.43890
C 1.12579 0.34970 -1.22336
C -2.13903 -1.36610 -0.32318
H 2.20768 -0.04409 0.57940
H -2.31949 -0.00597 -2.74893
H 3.01826 1.17349 -0.38380
H -1.57411 -1.61775 -2.77413
H -0.75318 1.63439 1.02011
H 3.25941 -0.33056 -0.86399
H -0.56415 2.03763 3.48388
H -0.59073 -0.34262 -3.11546
H 1.29863 -0.07120 -2.20653
H -0.21661 0.04389 5.06291
H -2.41148 -0.80155 0.59150
H 0.48499 -1.99924 4.20180
H -1.52235 -2.34252 -0.22795
H 0.73977 2.00047 -2.29117
H 1.21400 2.41275 -0.51833
H -0.49403 1.69452 -1.14305
H 0.89780 -2.38128 1.80024
H -3.10840 -1.48406 -0.81701
*
```

The calculation puts the electronic energy at -615.559853 hartree. The calculation puts the relative energy (zero: lowest compared OMol25 entry of this formula, charge and spin) at 3.2904 eV. The value obtained for the LUMO energy is 0.0305 Ha. As for the SMILES: CC(C)[C@@](C#N)(c1ccccc1)N(C)C. As for the highest occupied orbital energy: -9.0 eV.


| no. | largest force on an atom (eV/A) |
| --- | --- |
| 1 | 1.3 |
| 2 | 4.6 |
| 3 | 4.9 |
| 4 | 4.9 |